(1)
{"formula": "C24H25AsBrF6N3O12S6Ti", "method": "ωB97M-V with the def2-TZVPD basis set", "charge": -2, "e_lumo_ev": 3.59, "e_tot_ha": -10644.6139, "orbital_gap_ev": 6.9, "e_above_lowest_kj_mol": 0.0, "species": ["Ti", "C", "C", "S", "C", "C", "S", "C", "C", "S", "H", "H", "H", "H", "H", "H", "H", "H", "H", "H", "H", "H", "O", "As", "O", "O", "C", "C", "C", "C", "C", "C", "S", "O", "O", "O", "H", "H", "H", "H", "H", "Br", "C", "C", "C", "C", "C", "C", "C", "O", "O", "H", "H", "H", "H", "F", "C", "F", "F", "S", "O", "O", "N", "S", "O", "O", "C", "F", "F", "F", "N", "C", "C", "C", "N", "H", "H", "H", "H"], "coordinates": [[-0.87320, -0.24848, -1.21396], [3.39093, -1.97244, 0.63586], [4.36914, -0.94106, 0.06994], [3.56075, 0.40926, -0.83049], [4.31634, 1.85999, -0.06120], [4.18162, 2.00683, 1.45224], [2.46449, 2.02551, 2.03759], [2.53428, 0.82258, 3.38050], [2.95088, -0.60416, 3.02818], [2.03355, -1.34438, 1.64593], [2.87999, -2.47853, -0.18389], [3.95179, -2.73423, 1.18698], [4.97249, -0.51511, 0.87259], [5.05839, -1.46417, -0.59835], [5.37670, 1.91894, -0.32779], [3.80084, 2.68419, -0.55746], [4.71067, 1.20596, 1.97039], [4.66964, 2.94095, 1.74581], [3.19122, 1.19110, 4.17505], [1.50718, 0.83603, 3.74671], [4.01310, -0.65253, 2.78196], [2.80768, -1.22041, 3.91968], [-2.87408, 1.48861, 2.02678], [-1.12383, 1.44995, 1.72063], [-0.35640, 1.40354, 3.15965], [-0.94173, 0.08989, 0.75741], [-0.96974, 3.25820, 1.00315], [-1.52644, 4.14532, 1.93296], [-1.50293, 5.51127, 1.73118], [-0.90587, 6.02749, 0.58850], [-0.34697, 5.16601, -0.33334], [-0.37148, 3.78527, -0.13646], [0.40185, 2.87793, -1.47627], [-0.31134, 3.28867, -2.65813], [1.80176, 3.20998, -1.41914], [0.15312, 1.46247, -1.10644], [-3.19173, 0.57889, 1.95336], [-1.97908, 3.74576, 2.83133], [-1.94570, 6.17137, 2.46713], [-0.87641, 7.09692, 0.41789], [0.11757, 5.54659, -1.23396], [1.10179, -6.64662, 3.13911], [0.03123, -5.32865, 2.27086], [0.51931, -4.70330, 1.13878], [-0.26610, -3.74354, 0.51694], [-1.51887, -3.42668, 1.02677], [-1.98517, -4.06457, 2.16910], [-1.21242, -5.02510, 2.80119], [-2.35433, -2.36824, 0.36784], [-3.42658, -2.01714, 0.86022], [-1.83771, -1.84464, -0.68613], [1.49856, -4.94667, 0.75033], [0.09878, -3.22707, -0.36100], [-2.95763, -3.78988, 2.55571], [-1.56247, -5.52630, 3.69304], [3.40655, -2.51938, -2.40390], [2.25281, -2.88345, -2.97879], [1.74093, -3.89350, -2.23801], [2.55832, -3.40565, -4.18465], [1.02521, -1.47309, -3.23372], [0.69810, -1.33153, -1.70837], [1.92830, -0.41787, -3.68161], [-1.34369, -0.16702, -2.97552], [-2.32460, -0.37482, -4.13965], [-1.68210, -0.55113, -5.41787], [-3.50238, 0.46191, -4.11174], [-3.04158, -2.05503, -3.80890], [-2.09555, -2.98059, -3.60315], [-3.77946, -2.46599, -4.85915], [-3.85233, -2.05075, -2.74077], [-3.95156, 0.33331, -0.54096], [-5.02410, 1.12155, -0.69544], [-4.60152, 2.26884, -1.32891], [-3.22841, 2.07588, -1.53392], [-2.85109, 0.90843, -1.03607], [-3.87626, -0.58755, -0.09702], [-5.99557, 0.80785, -0.35291], [-5.19855, 3.11139, -1.62950], [-2.50891, 2.69668, -2.04471]], "forces_ev_per_angstrom": [[-0.4575, 0.5830, -1.2117], [-0.0555, -0.0124, -0.0183], [-0.0031, -0.0008, 0.0246], [0.0406, 0.0363, 0.0153], [0.0214, 0.0163, 0.0134], [0.0031, 0.0107, -0.0221], [0.0371, 0.0217, -0.0271], [0.0108, -0.0148, 0.0573], [0.0452, -0.0104, -0.0394], [0.0301, 0.0741, 0.1471], [0.0117, 0.0335, 0.0627], [0.0002, -0.0083, 0.0108], [0.0071, -0.0014, 0.0013], [-0.0067, 0.0046, 0.0001], [0.0114, -0.0085, 0.0081], [0.0379, -0.0453, 0.0193], [-0.0003, -0.0088, 0.0012], [-0.0006, -0.0015, 0.0043], [0.0095, -0.0002, 0.0023], [0.0486, -0.0084, -0.0133], [0.0025, 0.0041, -0.0074], [0.0153, -0.0081, 0.0033], [0.0100, -0.0020, 0.0056], [0.0552, -0.0893, 0.1506], [-0.1113, 0.0398, -0.0106], [0.1002, -0.1137, 0.1372], [0.0616, -0.0152, -0.0097], [-0.0101, -0.0148, 0.0053], [0.0008, 0.0123, -0.0019], [0.0005, -0.0092, 0.0038], [0.0041, 0.0030, -0.0160], [-0.0049, -0.0281, 0.0037], [-0.1465, 0.1350, 0.1139], [0.0259, -0.0018, -0.0108], [-0.0349, 0.0166, -0.0271], [0.0042, -0.1218, -0.0641], [-0.0067, -0.0024, -0.0321], [0.0010, 0.0024, 0.0011], [0.0005, -0.0018, 0.0006], [-0.0003, -0.0009, -0.0037], [-0.0016, 0.0013, 0.0001], [-0.0027, 0.0059, -0.0038], [0.0145, -0.0035, -0.0355], [-0.0196, -0.0127, 0.0158], [-0.0315, -0.0365, -0.0088], [-0.0265, -0.1109, -0.0593], [-0.0169, -0.0123, 0.0066], [-0.0038, 0.0198, 0.0092], [0.3643, 0.3935, 0.2167], [-0.1104, -0.1719, -0.0148], [-0.2633, -0.2326, -0.1272], [0.0037, 0.0067, 0.0080], [-0.0015, -0.0126, -0.0089], [0.0005, -0.0033, 0.0034], [-0.0002, 0.0028, 0.0022], [0.0017, 0.0377, -0.0905], [-0.0140, -0.1737, 0.0673], [0.0050, 0.0298, -0.0233], [0.0107, 0.0069, 0.0108], [0.1609, 0.0321, -0.1513], [0.1950, 0.0050, 0.2897], [-0.1004, -0.0928, -0.0008], [0.1482, -0.2799, 0.6497], [-0.0947, 0.0746, -0.0551], [0.0230, -0.0128, 0.0129], [0.0138, 0.0049, 0.0100], [0.0072, 0.0153, 0.0151], [-0.0082, -0.0021, -0.0007], [0.0029, 0.0107, -0.0109], [0.0080, -0.0044, -0.0043], [-0.0296, 0.0935, -0.0404], [0.0217, -0.0008, 0.0054], [0.0078, 0.0181, -0.0146], [0.0002, 0.0136, 0.0173], [0.0006, -0.0214, 0.0096], [-0.0202, -0.0543, 0.0269], [0.0002, -0.0038, -0.0019], [0.0008, 0.0017, -0.0024], [-0.0037, 0.0051, 0.0004]]}


(2)
{"formula": "C24H25AuN5O2S", "method": "ωB97M-V with the def2-TZVPD basis set", "charge": 1, "e_lumo_ev": [-2.91, -5.99], "e_tot_ha": -1887.5014, "spin_multiplicity": 3, "orbital_gap_ev": [7.7, 5.2], "s_squared": 2.040, "e_above_lowest_kj_mol": 23.0, "species": ["Au", "C", "C", "C", "C", "C", "C", "C", "C", "N", "C", "O", "C", "C", "C", "C", "C", "N", "C", "O", "N", "C", "C", "C", "C", "C", "C", "C", "C", "H", "H", "H", "H", "H", "H", "H", "H", "H", "H", "H", "H", "H", "H", "H", "H", "H", "H", "H", "H", "H", "N", "C", "N", "S", "H", "H", "H", "H"], "coordinates": [[-0.40617, 0.21271, 0.10086], [-1.71887, -3.09172, -0.32505], [-1.84083, -3.03055, 1.17094], [-2.86394, -3.66533, 1.83218], [-2.94662, -3.61978, 3.22842], [-1.99858, -2.93072, 3.98811], [-0.94052, -2.28870, 3.38595], [0.08124, -1.54832, 4.19479], [-0.83900, -2.35416, 1.95385], [0.14967, -1.74263, 1.29334], [1.49768, -1.90330, 1.50095], [2.01066, -2.78476, 2.15583], [2.35548, -0.92522, 0.73023], [3.73339, -0.94067, 0.80984], [4.44615, -0.00099, 0.07510], [3.77420, 0.91407, -0.72424], [2.39636, 0.85950, -0.76192], [1.73095, -0.03984, -0.04448], [1.56254, 1.77519, -1.63423], [2.09301, 2.63518, -2.30521], [0.24501, 1.43363, -1.65522], [-0.78781, 2.06024, -2.32830], [-1.48078, 1.30418, -3.30165], [-1.02230, -0.08595, -3.67178], [-2.57904, 1.87798, -3.92827], [-2.98813, 3.16548, -3.60272], [-2.29812, 3.89962, -2.64639], [-1.19853, 3.36574, -1.99128], [-0.45952, 4.14382, -0.94140], [-2.54256, -3.65971, -0.75558], [-0.77932, -3.56233, -0.61722], [-1.71686, -2.08933, -0.76299], [-3.60181, -4.21958, 1.26423], [-3.76169, -4.12777, 3.72968], [-2.08757, -2.90287, 5.06786], [-0.24886, -1.43675, 5.22534], [0.27475, -0.55680, 3.77836], [1.02503, -2.09539, 4.18807], [4.21521, -1.67572, 1.43937], [5.52736, 0.01566, 0.12340], [4.28632, 1.66324, -1.31296], [0.04486, -0.21017, -3.50572], [-1.24183, -0.29182, -4.71954], [-1.53172, -0.85494, -3.07522], [-3.10505, 1.32226, -4.69839], [-3.84343, 3.60139, -4.10502], [-2.61873, 4.90659, -2.40454], [-0.98716, 5.06389, -0.69589], [0.54156, 4.39808, -1.29398], [-0.34274, 3.55379, -0.02733], [-3.64260, 0.20136, -1.30702], [-3.69047, 0.24620, 0.01874], [-4.73671, -0.29022, 0.64265], [-2.47565, 1.03486, 0.94578], [-4.42070, -0.14101, -1.84831], [-2.95076, 0.76818, -1.78966], [-5.53543, -0.65731, 0.15105], [-4.75619, -0.27688, 1.64819]], "forces_ev_per_angstrom": [[0.1258, 0.6157, -0.4089], [0.0224, 0.0219, 0.1756], [-0.1824, 0.1032, -0.0999], [0.0084, 0.0175, -0.0023], [0.0043, 0.0142, 0.0120], [-0.0063, 0.0103, 0.0206], [0.1008, -0.2172, 0.1841], [-0.0658, -0.0259, -0.0846], [0.2058, 0.2679, 0.1709], [0.2854, -0.7548, -0.3645], [-0.0881, 0.3650, 0.1887], [-0.0343, -0.0754, -0.0637], [-0.1980, 0.0898, -0.0767], [0.1036, -0.0244, 0.0093], [0.0425, 0.0075, -0.0182], [0.1813, 0.0037, 0.0130], [-0.3011, -0.0688, 0.0431], [-0.0373, -0.0759, 0.1848], [-0.3822, -0.0816, -0.0873], [0.0146, 0.0877, -0.0420], [0.3049, -0.4212, 0.5660], [-0.2000, 0.1885, -0.2337], [0.2871, 0.0088, -0.0672], [-0.1081, 0.0395, 0.0379], [-0.0337, 0.0693, -0.0789], [-0.0245, 0.0054, 0.0006], [-0.0699, 0.0062, -0.0154], [0.0984, -0.0363, 0.0546], [-0.0231, -0.0536, -0.0697], [0.0179, 0.0094, 0.0307], [0.0024, 0.0087, -0.0055], [-0.0015, -0.0001, 0.0007], [0.0141, 0.0034, 0.0518], [0.0303, 0.0097, -0.0131], [-0.0424, -0.0041, -0.0597], [-0.0314, 0.0140, -0.0252], [-0.0217, -0.0239, 0.0155], [-0.0265, 0.0157, 0.0256], [-0.0010, 0.0151, -0.0155], [-0.0274, -0.0026, 0.0051], [-0.0251, -0.0270, 0.0007], [0.0006, 0.0186, -0.0319], [-0.0141, 0.0078, 0.0370], [0.0419, 0.0752, -0.0074], [0.0369, 0.0244, 0.0364], [0.0450, -0.0059, 0.0172], [0.0015, -0.0493, -0.0037], [0.0043, -0.0241, -0.0018], [-0.0024, -0.0022, 0.0078], [-0.0272, 0.0164, -0.0317], [0.0733, 0.0958, 0.1966], [-0.1717, -0.0111, -0.2406], [0.0992, 0.0614, 0.1227], [0.0486, -0.2342, 0.0226], [0.0159, -0.0465, -0.0305], [-0.0738, -0.0536, -0.0360], [0.0033, 0.0487, -0.0237], [0.0005, -0.0264, 0.0076]]}


Which formula does entry 2 have?
C24H25AuN5O2S


Which value of charge does entry 2 give?
+1


Which of these has the lowest charge?
C24H25AsBrF6N3O12S6Ti


The lowest charge belongs to which entry?
C24H25AsBrF6N3O12S6Ti